Here is an isolated molecule of C7H11BrSi in a non-equilibrium geometry from OMol25. Energies are from ωB97M-V with the def2-TZVPD basis set.

Computed properties:
Lowest unoccupied orbital energy, Ha: 0.0217
Energy relative to the best compared isomer or geometry (same formula, charge and spin), kJ/mol: 199.9
SMILES: C[SiH](C)C1=C(Br)C=CC1
HOMO energy, eV: -8.6

Each line ends with the Mulliken charge.
Element x y z (Å)
C -0.793 1.581 1.986  -1.03
Si 0.491 1.002 0.721  0.44
C 0.985 2.372 -0.552  -1.00
C 0.071 -0.626 -0.088  -0.01
C -0.484 -1.758 0.488  0.19
Br -1.115 -1.833 2.246  -0.16
C -0.639 -2.843 -0.437  -0.58
C -0.165 -2.447 -1.593  -0.58
C 0.168 -1.013 -1.565  -0.22
H -1.777 1.311 1.689  0.37
H -0.750 1.051 3.029  0.27
H -0.780 2.783 2.110  0.24
H 1.621 0.876 1.567  -0.18
H 0.715 2.024 -1.570  0.31
H 0.755 3.354 -0.090  0.28
H 2.123 2.287 -0.733  0.27
H -1.097 -3.806 -0.274  0.40
H -0.055 -2.836 -2.600  0.40
H 1.234 -0.818 -1.967  0.27
H -0.508 -0.662 -2.366  0.29